# 1
DFT (the ωB97M-V functional and the def2-TZVPD basis) results for a structure of composition C7H8Br2 at a distorted geometry.

Results
* LUMO (alpha / beta): -2.73 / -2.73 eV
* 2S+1: 1
* frontier orbital gap (alpha / beta): 0.211 / 0.211 Eh
* net charge: 0
* energy relative to the best compared isomer or geometry (same formula, charge and spin): 7.6 kcal per mole

Atoms and positions in Å:
Br -7.503 3.647 6.610
H -6.439 2.815 5.968
Br -5.620 2.097 4.646
H -6.609 2.854 2.741
C -7.050 3.830 2.868
H -6.478 4.741 2.703
C -8.405 3.904 3.155
C -9.130 5.141 3.062
C -10.495 5.194 3.281
C -11.204 4.029 3.666
C -10.510 2.802 3.793
C -9.151 2.737 3.573
H -8.576 6.018 2.711
H -11.034 6.141 3.202
H -12.284 4.079 3.860
H -11.077 1.896 4.054
H -8.600 1.801 3.652

The natural (NBO) scheme yields these atomic charges, measured in e: Br -0.430; H 0.181; Br -0.478; H 0.252; C -0.009; H 0.216; C -0.216; C -0.074; C -0.249; C -0.079; C -0.234; C -0.049; H 0.224; H 0.233; H 0.230; H 0.235; H 0.247

***

# 2
DFT (the ωB97M-V functional and the def2-TZVPD basis) results for an isolated molecule of C6H11N at a distorted geometry.

Results
* LUMO: 0.95 eV
* 2S+1: 1
* SMILES: CCC[C@@H](C)C#N
* frontier orbital gap: 0.448 Eh
* net charge: 0
* energy relative to the best compared isomer or geometry (same formula, charge and spin): 3.5 kcal per mole

Atoms and positions in Å:
C -2.268 0.340 -0.733
C -1.401 -0.738 -0.080
C 0.096 -0.602 -0.431
C 1.008 -0.063 0.686
C 2.466 0.066 0.225
C 0.526 1.248 1.144
N 0.160 2.299 1.462
H -2.058 1.329 -0.309
H -2.067 0.391 -1.810
H -3.341 0.144 -0.607
H -1.538 -0.717 1.010
H -1.761 -1.722 -0.399
H 0.502 -1.578 -0.719
H 0.209 0.058 -1.302
H 0.966 -0.744 1.547
H 2.844 -0.907 -0.103
H 2.549 0.765 -0.613
H 3.108 0.432 1.030

The natural (NBO) scheme yields these atomic charges, measured in e: C -0.608; C -0.405; C -0.380; C -0.323; C -0.587; C 0.292; N -0.337; H 0.219; H 0.199; H 0.212; H 0.203; H 0.206; H 0.212; H 0.207; H 0.238; H 0.214; H 0.217; H 0.223

***

# 3
DFT (the ωB97M-V functional and the def2-TZVPD basis) results for a structure of composition C5H7NO.

Results
* LUMO: 0.74 eV
* 2S+1: 1
* frontier orbital gap: 0.359 Eh
* net charge: 0
* energy relative to the best compared isomer or geometry (same formula, charge and spin): 160.6 kcal per mole

Atoms and positions in Å:
O -1.962 -1.330 1.688
C -0.358 -1.126 -0.469
C -0.344 0.163 -1.135
C 0.163 0.467 0.346
C 1.206 1.350 -0.316
N 1.154 0.264 -1.341
C 1.020 -0.754 -0.228
H -2.855 -1.111 1.381
H -1.490 -1.638 0.854
H -1.078 0.747 -1.686
H -0.399 0.542 1.269
H 0.859 2.311 -0.693
H 2.172 1.420 0.186
H 1.861 -1.223 0.277

The natural (NBO) scheme yields these atomic charges, measured in e: O -1.000; C -0.042; C -0.123; C -0.192; C -0.211; N -0.361; C -0.120; H 0.458; H 0.481; H 0.228; H 0.265; H 0.192; H 0.193; H 0.231